{"formula": "C2H4OS", "method": "ωB97M-V with the def2-TZVPD basis set", "relative_energy_kcal_mol": 125.3, "max_force_ev_per_a": 9.99, "species": ["C", "C", "H", "H", "H", "H", "O", "S"], "xyz": [[1.66917, 0.56030, 0.25540], [-0.87334, 0.44603, -0.42790], [1.53208, 0.44703, 1.62041], [2.68055, 0.19855, -0.14319], [1.34572, 1.71432, -0.27878], [-0.28240, 1.45046, -1.05807], [-2.11200, 0.10706, 0.35461], [0.42782, -0.66906, -0.12139]], "mulliken_charge": [-0.75, 0.15, 0.27, 0.27, 0.25, 0.20, -0.47, 0.07]}

***

{"formula": "H26O13", "method": "ωB97M-V with the def2-TZVPD basis set", "relative_energy_kcal_mol": 77.6, "max_force_ev_per_a": 0.34, "species": ["O", "H", "H", "O", "H", "H", "O", "H", "H", "O", "H", "H", "O", "H", "H", "O", "H", "H", "O", "H", "H", "O", "H", "H", "O", "H", "H", "O", "H", "H", "O", "H", "H", "O", "H", "H", "O", "H", "H"], "xyz": [[4.24288, -0.43485, -1.49729], [3.34700, -0.46414, -1.16149], [4.33108, 0.44257, -1.86956], [3.67752, 3.98983, 2.22607], [4.25865, 4.57510, 1.74028], [2.80939, 4.38220, 2.13315], [2.24686, -5.68908, -1.30839], [3.13638, -5.95000, -1.06981], [1.80658, -5.54394, -0.47095], [-5.35512, -1.10329, 2.33980], [-4.59242, -0.72596, 2.77814], [-5.47958, -1.95258, 2.76340], [0.23240, -0.50562, 0.51590], [0.13315, -0.01516, 1.33188], [-0.20507, 0.03363, -0.14294], [0.95173, -2.99365, -4.84503], [0.94860, -2.04423, -4.72331], [1.39733, -3.33361, -4.06908], [-3.26732, 4.20245, 0.48346], [-4.19807, 3.98554, 0.42969], [-3.21407, 4.86140, 1.17569], [3.42466, -0.38092, 5.18072], [2.99562, 0.31863, 4.68800], [3.77265, 0.05286, 5.95980], [-1.16208, 1.46866, -5.69331], [-0.83982, 2.15523, -5.10936], [-1.24031, 1.89616, -6.54615], [1.02433, 4.30185, -2.77152], [1.58650, 5.07655, -2.76630], [0.24376, 4.56847, -2.28588], [-0.87836, -4.39615, 2.53006], [-0.77892, -3.52008, 2.15744], [-0.81586, -4.26315, 3.47591], [-0.94377, 0.70337, 4.86900], [-0.78599, 0.25006, 5.69716], [-1.22146, 1.58266, 5.12583], [-4.00378, -1.87742, -3.39430], [-3.36360, -1.24342, -3.71749], [-4.22158, -2.40982, -4.15938]], "mulliken_charge": [-0.64, 0.32, 0.31, -0.63, 0.32, 0.31, -0.63, 0.32, 0.32, -0.63, 0.31, 0.32, -0.63, 0.31, 0.32, -0.64, 0.31, 0.33, -0.64, 0.33, 0.32, -0.63, 0.32, 0.32, -0.63, 0.32, 0.31, -0.64, 0.32, 0.32, -0.63, 0.32, 0.31, -0.63, 0.32, 0.31, -0.64, 0.32, 0.32]}

***

{"formula": "C4H12BN", "method": "ωB97M-V with the def2-TZVPD basis set", "relative_energy_kcal_mol": 36.0, "smiles": "BNC(C)(C)C", "max_force_ev_per_a": 4.16, "species": ["B", "C", "C", "C", "C", "N", "H", "H", "H", "H", "H", "H", "H", "H", "H", "H", "H", "H"], "xyz": [[-2.21060, -0.02876, 0.08949], [1.35780, -1.22175, 0.03025], [0.61240, 0.69246, -1.37766], [0.22491, 0.92380, 1.16841], [0.33837, -0.04958, 0.01140], [-0.98149, -0.67256, 0.00332], [-3.21914, -0.71509, -0.13190], [-2.56320, 1.14872, 0.23568], [1.26883, -1.56201, 1.01681], [1.12452, -2.09108, -0.52397], [2.31904, -1.00717, -0.12964], [0.29139, 1.67600, -1.10134], [-0.06722, 0.20415, -2.04426], [1.56318, 0.69428, -1.83057], [-0.53904, 1.67771, 1.09050], [0.09877, 0.48340, 2.16065], [1.20086, 1.48456, 1.27352], [-0.81939, -1.63708, 0.05931]], "mulliken_charge": [0.15, -2.04, -1.57, -1.70, 1.69, -0.32, -0.09, -0.10, 0.51, 0.47, 0.49, 0.40, 0.38, 0.36, 0.46, 0.38, 0.35, 0.17]}

***

{"formula": "C15H35Cl3N5O5Zr", "method": "ωB97M-V with the def2-TZVPD basis set", "relative_energy_kcal_mol": 1.7, "max_force_ev_per_a": 1.39, "total_charge": 1, "species": ["Zr", "Cl", "Cl", "Cl", "C", "C", "O", "N", "C", "H", "H", "H", "H", "H", "H", "H", "C", "C", "O", "N", "C", "H", "H", "H", "H", "H", "H", "H", "C", "C", "O", "N", "C", "H", "H", "H", "H", "H", "H", "H", "C", "C", "O", "N", "C", "H", "H", "H", "H", "H", "H", "H", "C", "C", "O", "N", "C", "H", "H", "H", "H", "H", "H", "H"], "xyz": [[-3.97480, -35.37984, 30.44054], [-4.55809, -35.71700, 27.97507], [-3.89585, -36.32300, 32.76446], [-5.62599, -33.53581, 30.92461], [-4.29845, -32.31258, 27.28855], [-3.16228, -32.51127, 28.22192], [-3.18468, -33.35851, 29.10949], [-2.09956, -31.69779, 28.05355], [-0.89843, -31.79495, 28.85672], [-5.22602, -32.17293, 27.84266], [-4.45244, -33.19960, 26.67435], [-4.16120, -31.45527, 26.62374], [-2.08791, -31.06812, 27.27162], [-0.00975, -31.89490, 28.22779], [-0.96453, -32.67752, 29.48972], [-0.76100, -30.90792, 29.47881], [-2.33316, -38.98445, 28.46470], [-3.26042, -38.75959, 29.61762], [-3.49930, -37.62687, 30.01448], [-3.81479, -39.83707, 30.17587], [-4.65410, -39.75612, 31.35817], [-1.31522, -38.79096, 28.81930], [-2.55844, -38.29780, 27.65432], [-2.36073, -40.01111, 28.10089], [-3.45679, -40.74637, 29.94199], [-4.34280, -38.92432, 31.98438], [-4.53589, -40.67651, 31.92774], [-5.70027, -39.66378, 31.07276], [-0.46711, -35.63717, 27.95507], [-0.80211, -35.94591, 29.36584], [-1.89837, -35.61772, 29.83335], [0.08664, -36.58439, 30.11643], [1.43388, -36.96875, 29.70294], [-0.05876, -36.51126, 27.44440], [0.25719, -34.82483, 27.88701], [-1.38958, -35.34045, 27.45956], [-0.22497, -36.84585, 31.04065], [1.95987, -36.12289, 29.26329], [1.41535, -37.76679, 28.95714], [1.97369, -37.31471, 30.57562], [-2.95798, -31.70616, 32.58207], [-2.30506, -33.05320, 32.50399], [-2.57482, -33.84036, 31.59784], [-1.43114, -33.36152, 33.46234], [-0.77535, -34.63119, 33.52529], [-3.48096, -31.61460, 33.53759], [-3.68651, -31.61616, 31.78260], [-2.24837, -30.87953, 32.51866], [-1.22453, -32.66290, 34.15424], [-1.50404, -35.44250, 33.57666], [-0.15324, -34.68808, 34.41230], [-0.16879, -34.79927, 32.62982], [-7.39743, -37.90316, 29.33832], [-6.96067, -37.14850, 30.55809], [-5.93262, -36.46603, 30.53841], [-7.70386, -37.22701, 31.65729], [-7.37387, -36.51978, 32.90135], [-6.55305, -38.49979, 28.99328], [-7.63594, -37.19242, 28.55034], [-8.24366, -38.55881, 29.53608], [-8.50522, -37.83200, 31.67496], [-6.68307, -37.09908, 33.51303], [-8.29029, -36.36631, 33.46695], [-6.92196, -35.55897, 32.67591]], "mulliken_charge": [0.93, -0.47, -0.58, -0.51, -1.28, 0.76, -0.09, -0.18, -0.58, 0.22, 0.22, 0.45, 0.23, 0.33, -0.01, 0.30, -1.04, 0.49, -0.28, -0.19, -0.73, 0.17, 0.21, 0.43, 0.27, 0.16, 0.41, 0.19, -1.49, 0.72, 0.36, 0.01, -1.05, 0.50, 0.38, 0.21, 0.34, 0.34, 0.30, 0.38, -1.38, 0.58, -0.25, -0.12, -0.64, 0.41, 0.23, 0.39, 0.26, 0.15, 0.40, 0.12, -1.01, 0.58, -0.51, -0.18, -0.80, 0.16, 0.30, 0.44, 0.26, 0.25, 0.36, 0.18]}

***

Number 1: E_HOMO -0.344 Eh. Number 2: E_HOMO -0.402 Eh. Number 3: E_HOMO -0.361 Eh. Number 4: E_HOMO -0.422 Eh.